Entry 1:
22
Properties=species:S:1:pos:R:3:mulliken_charge:R:1 method="wB97M-V/def2-TZVPD" homo_energy_ev="-3.19 / -9.57" orbital_gap_ev="4.1 / 10.3" spin_multiplicity=2 lumo_ha="0.034 / 0.026" s2=0.751
N 0.90 0.35 -1.11 -1.57
C 0.22 -0.64 -0.12 -0.03
C -1.13 -0.98 -0.67 -1.59
C 0.32 -0.03 1.31 -0.73
N -0.31 1.25 1.57 -0.38
C -1.14 1.24 2.88 -0.86
H 1.54 -0.02 -1.86 0.56
H 0.22 0.85 -1.74 0.58
H 1.35 1.13 -0.61 0.75
H 0.88 -1.50 -0.22 -0.09
H -1.89 -1.53 -0.05 0.37
H -1.11 -1.60 -1.58 0.51
H -1.77 -0.17 -0.98 0.47
H -0.15 -0.79 1.98 0.51
H 1.38 -0.18 1.66 0.19
H 0.35 2.00 1.69 0.47
H -1.39 0.30 3.33 0.31
H -0.74 1.88 3.67 0.30
H -2.02 1.71 2.46 0.30
H 1.40 -1.02 -4.64 0.30
H 1.97 -1.22 -3.27 0.45
O 1.13 -1.05 -3.71 -0.81

***

Entry 2:
22
Properties=species:S:1:pos:R:3:mulliken_charge:R:1 method="wB97M-V/def2-TZVPD" homo_energy_ev=-12.65 orbital_gap_ev=9.5 spin_multiplicity=1 lumo_ha=-0.115 charge=+1
N -0.74 0.68 1.62 -0.27
C -0.67 0.83 0.12 0.40
C -0.32 2.28 -0.22 -1.16
C 0.31 -0.22 -0.40 -0.90
N 0.48 -0.13 -1.82 -0.34
C 0.98 -1.38 -2.40 -0.96
H -0.61 -0.27 2.04 0.21
H -1.59 1.09 1.99 0.40
H 0.00 1.25 2.06 0.41
H -1.66 0.59 -0.24 0.31
H 0.07 2.82 0.63 0.40
H 0.47 2.31 -0.96 0.26
H -1.15 2.81 -0.67 0.27
H -0.10 -1.20 -0.14 0.36
H 1.24 -0.13 0.18 0.38
H 1.12 0.61 -2.04 0.25
H 1.20 -1.23 -3.44 0.36
H 0.19 -2.13 -2.38 0.31
H 1.86 -1.77 -1.89 0.34
H -0.67 -2.33 3.38 0.31
H -0.09 -2.59 1.97 0.31
O -0.33 -1.89 2.59 -0.66

***

Entry 3:
22
Properties=species:S:1:pos:R:3:mulliken_charge:R:1 method="wB97M-V/def2-TZVPD" homo_energy_ev=-12.33 orbital_gap_ev=9.1 spin_multiplicity=1 lumo_ha=-0.120 charge=+1
C 0.56 0.69 -1.28 -0.82
C 0.38 -0.77 -0.99 -0.56
C -0.04 -1.06 0.47 -0.64
C 1.04 -1.02 1.58 -0.55
N 2.36 -0.70 1.11 -0.42
N -0.56 1.57 -0.80 -0.19
H 1.49 0.99 -0.80 0.39
H 0.75 0.95 -2.32 0.37
H 1.35 -1.22 -1.17 0.38
H -0.34 -1.27 -1.66 0.38
H -0.95 -0.51 0.72 0.42
H -0.46 -2.08 0.41 0.34
H 1.10 -2.00 2.04 0.35
H 0.74 -0.26 2.31 0.23
H 3.12 -1.34 1.28 0.19
H 2.60 0.28 1.13 0.17
H -0.62 1.61 0.21 0.35
H -1.46 1.18 -1.08 0.27
H -0.39 2.51 -1.15 0.36
H -3.90 1.18 0.58 0.32
H -3.51 0.19 -0.47 0.32
O -3.26 1.08 -0.14 -0.68

***

Entry 4:
22
Properties=species:S:1:pos:R:3:mulliken_charge:R:1 method="wB97M-V/def2-TZVPD" homo_energy_ev=-13.36 orbital_gap_ev=10.3 spin_multiplicity=1 lumo_ha=-0.114 charge=+1
N 1.12 -1.15 0.90 -0.23
C 1.53 0.29 0.73 -0.49
C 1.68 0.48 -0.76 -0.72
N 0.50 -0.06 -1.43 -0.27
C -0.67 0.82 -1.38 -0.45
C -1.97 0.02 -1.49 -1.20
H 1.00 -1.52 -0.05 0.37
H 0.26 -1.27 1.43 0.28
H 1.81 -1.70 1.44 0.35
H 0.76 0.86 1.27 0.27
H 2.45 0.46 1.26 0.41
H 2.51 -0.17 -1.07 0.39
H 1.96 1.48 -1.07 0.39
H 0.70 -0.32 -2.38 0.22
H -0.62 1.52 -2.20 0.38
H -0.76 1.46 -0.50 0.33
H -2.00 -0.60 -2.39 0.33
H -2.05 -0.69 -0.67 0.26
H -2.80 0.71 -1.59 0.39
H -1.40 -0.59 3.86 0.31
H -2.40 0.23 3.14 0.31
O -1.60 -0.27 2.96 -0.61

***

Entry 5:
22
Properties=species:S:1:pos:R:3:mulliken_charge:R:1 method="wB97M-V/def2-TZVPD" homo_energy_ev=-14.21 orbital_gap_ev=11.5 spin_multiplicity=1 lumo_ha=-0.100 charge=+1
C -1.23 -2.06 -0.44 -0.59
N 0.19 -2.07 -1.11 -0.61
C -1.59 -0.52 -0.42 -0.53
N -0.39 0.50 -0.30 -0.10
C -0.40 0.91 1.21 -0.56
C 0.70 1.91 1.65 -1.08
H -1.89 -2.86 -0.95 0.37
H -1.17 -2.44 0.51 0.36
H 0.73 -2.81 -0.61 0.23
H -0.06 -2.36 -2.04 0.23
H -1.98 -0.30 -1.50 0.32
H -2.27 -0.25 0.37 0.40
H 0.37 -0.09 -0.59 0.35
H -0.20 1.35 -0.86 0.41
H -0.45 0.00 1.71 0.49
H -1.28 1.42 1.42 0.43
H 0.59 2.66 0.76 0.27
H 0.22 2.61 2.40 0.33
H 1.70 1.69 1.98 0.30
H 2.67 1.51 -0.64 0.29
H 3.27 0.52 -1.52 0.29
O 2.48 0.68 -1.03 -0.61

***

Respective M values: 107.18; 107.18; 107.18; 107.18; 107.18 g/mol.
Respective largest force on an atom values: 0.058; 0.026; 0.027; 0.025; 0.083 Eh/bohr.